Below is C41H47BHgN14SSe as an isolated structure, with properties calculated with ωB97M-V/def2-TZVPD.

Structure (XYZ):
```
106
Properties=species:S:1:pos:R:3:forces:R:3:mulliken_charge:R:1
Hg -0.5631 -0.1972 0.3931 -0.10 -0.08 0.04 2.66
C -2.8946 -0.0206 -2.4635 0.02 -0.02 0.04 -0.80
C -2.2147 1.3090 -2.4138 0.03 -0.02 -0.01 0.60
C -2.5141 2.4854 -3.1263 -0.01 0.00 -0.01 -1.90
C -1.5957 3.4113 -2.6861 0.03 0.02 -0.01 0.13
N -0.8029 2.8093 -1.7734 -0.02 0.01 0.07 -0.17
N -1.1883 1.5178 -1.6070 -0.01 0.03 -0.01 0.39
B 0.4067 3.2798 -0.9358 -0.01 0.01 -0.08 -0.04
N 1.6425 2.4232 -1.3057 -0.01 0.00 0.04 1.13
C 2.7126 2.8064 -2.0420 -0.02 0.03 -0.04 -0.32
C 3.4433 1.6827 -2.3421 0.04 -0.01 0.01 -1.76
C 2.7273 0.6196 -1.7499 -0.06 0.01 0.02 0.50
C 3.0511 -0.8377 -1.7660 0.05 0.00 -0.02 -1.10
N 1.6489 1.0821 -1.1363 0.05 0.01 0.00 0.46
N 0.0500 3.2154 0.5868 -0.02 -0.11 0.02 0.75
C -0.2404 4.2505 1.4052 -0.02 -0.02 -0.02 -0.23
C -0.5897 3.7468 2.6370 -0.03 0.02 -0.01 -1.80
C -0.5083 2.3500 2.4934 0.05 0.06 0.02 0.14
C -0.8150 1.2882 3.4932 -0.05 -0.02 -0.01 -1.12
N -0.1252 2.0530 1.2605 0.05 -0.01 -0.10 0.78
N 0.8308 4.7583 -1.1842 -0.04 0.00 0.04 1.01
C 1.8462 5.3476 -0.5212 0.02 0.01 -0.01 -0.07
C 1.9761 6.6357 -0.9887 0.00 -0.01 0.00 -1.52
C 0.9683 6.7488 -1.9652 0.00 -0.01 -0.01 0.69
C 0.6182 7.9316 -2.8128 0.00 0.01 0.00 -1.27
N 0.2901 5.6171 -2.0742 0.00 0.01 0.00 -1.49
H -3.7249 0.0036 -3.1708 0.01 0.00 -0.01 0.36
H -2.2070 -0.8130 -2.7694 -0.02 0.05 -0.01 0.14
H -3.2914 -0.2795 -1.4788 -0.01 0.01 -0.02 -0.09
H -3.2951 2.6333 -3.8543 0.00 0.00 0.00 0.39
H -1.4335 4.4388 -2.9527 0.00 0.01 0.00 0.52
H 2.8672 3.8350 -2.3217 0.00 -0.01 0.00 0.40
H 4.3550 1.6275 -2.9150 0.00 0.00 0.00 0.43
H 3.8110 -1.0476 -2.5218 0.00 0.00 -0.01 0.43
H 3.4147 -1.1703 -0.7916 0.01 0.01 -0.02 0.13
H 2.1567 -1.4240 -1.9790 0.01 0.01 -0.01 0.04
H -0.1843 5.2683 1.0584 0.00 0.00 0.01 0.49
H -0.8736 4.3010 3.5163 0.00 0.00 0.00 0.45
H -0.7441 1.6968 4.5029 0.01 -0.02 0.00 0.48
H -1.8189 0.8901 3.3309 0.00 0.02 -0.01 0.05
H -0.1034 0.4695 3.3961 0.02 0.00 0.02 -0.11
H 2.3996 4.8068 0.2293 0.00 0.00 0.00 0.42
H 2.6887 7.3810 -0.6761 0.00 0.00 0.00 0.37
H 1.3312 8.7414 -2.6544 0.00 0.00 0.00 0.36
H 0.6276 7.6694 -3.8717 0.00 0.00 0.00 0.29
H -0.3789 8.3064 -2.5744 0.00 0.00 0.00 0.26
C -2.4583 -4.0298 2.9027 0.01 0.01 0.01 -1.30
C -3.8298 -3.8932 2.6418 -0.01 -0.01 -0.01 -0.20
C -4.3085 -2.7349 2.0877 0.00 -0.01 -0.01 -1.55
C -3.4099 -1.6700 1.7873 0.01 0.00 -0.02 0.59
N -2.0797 -1.8219 2.0469 0.00 0.03 0.04 0.38
C -1.6422 -2.9566 2.5669 -0.01 0.00 -0.02 -0.04
C -3.8280 -0.4287 1.2226 0.02 -0.02 -0.01 0.37
C -5.1898 -0.1409 0.9138 0.00 0.02 0.02 -0.94
C -5.5614 1.1048 0.5005 -0.01 0.00 -0.01 -0.68
C -4.5786 2.1158 0.3751 0.01 0.01 0.02 -1.25
C -3.2664 1.7477 0.5926 0.01 -0.01 0.01 -0.12
N -2.8648 0.5339 0.9669 -0.02 0.01 -0.05 0.94
H -2.0387 -4.9322 3.3262 0.00 -0.01 -0.01 0.40
H -4.5165 -4.7033 2.8685 0.00 0.00 0.01 0.38
H -5.3662 -2.6392 1.8823 0.01 0.00 0.01 0.25
H -0.5656 -3.0095 2.7083 0.01 0.00 0.00 0.39
H -5.9381 -0.9171 1.0049 0.00 0.01 0.01 0.26
H -6.6004 1.3098 0.2641 0.00 0.00 0.00 0.36
H -4.8170 3.1222 0.0607 -0.01 0.00 -0.01 0.43
H -2.4747 2.4734 0.4364 0.00 -0.01 -0.03 0.02
S -0.2250 -2.3879 -0.8668 0.03 0.06 -0.02 -0.21
C -1.8530 -3.3047 -3.8994 0.02 0.15 -0.17 -0.67
N -2.5969 -4.0700 -3.0963 -0.08 0.08 -0.05 0.08
C -2.6110 -5.5009 -3.4122 0.08 -0.04 0.06 -0.45
C -1.7700 -5.5462 -4.6995 0.13 -0.04 0.08 -0.45
N -1.4040 -4.1341 -4.8617 -0.15 -0.12 0.04 -0.06
H -2.9061 -3.7157 -2.2073 0.06 -0.02 0.04 0.21
H -3.6294 -5.8614 -3.5715 0.00 0.00 -0.01 0.31
H -2.1598 -6.0863 -2.6087 0.00 0.01 0.01 0.23
H -2.3400 -5.9162 -5.5553 -0.02 0.02 0.00 0.29
H -0.8844 -6.1745 -4.5796 0.00 -0.01 -0.02 0.26
H -0.7237 -3.8292 -5.5300 -0.01 0.02 0.00 0.19
C 3.3378 2.1154 1.6493 -0.02 0.05 0.01 -0.55
N 3.6317 1.3550 2.8532 -0.06 -0.01 -0.07 0.54
C 4.8937 0.9872 3.2753 0.01 -0.04 -0.05 -0.36
C 4.7127 0.1419 4.3131 0.00 -0.05 -0.03 -0.46
N 3.3441 0.0324 4.4802 0.06 -0.02 -0.08 0.42
C 2.6862 -0.9181 5.3519 -0.01 0.01 0.01 -0.75
C 2.6467 0.7639 3.5709 -0.05 0.13 0.21 -1.07
Se 1.6008 -1.4737 1.4917 0.01 -0.16 0.13 -0.79
H 4.1801 2.7658 1.4087 0.00 0.01 0.01 0.12
H 2.4423 2.7079 1.8278 0.02 0.01 0.00 -0.04
H 3.1335 1.4423 0.8163 0.03 -0.01 0.01 0.28
H 5.7954 1.3443 2.8084 0.00 0.00 -0.01 0.39
H 5.4255 -0.3814 4.9273 0.00 0.00 0.00 0.39
H 3.3895 -1.2684 6.1084 0.00 0.01 0.01 0.31
H 2.3184 -1.7624 4.7672 0.01 -0.01 0.00 0.23
H 1.8396 -0.4363 5.8372 0.00 0.00 -0.01 0.27
C 1.0890 -2.7750 0.2033 -0.02 -0.06 0.03 0.02
C 1.7698 -4.0217 0.0764 0.00 0.01 -0.01 0.52
C 2.8310 -4.3983 0.9452 0.02 0.00 0.00 -0.59
C 3.4808 -5.6088 0.8165 0.00 0.00 0.00 -0.64
C 3.1265 -6.5210 -0.1799 0.00 0.00 0.00 -0.51
C 2.0920 -6.1727 -1.0503 0.00 0.00 0.00 -0.51
C 1.4315 -4.9667 -0.9342 -0.01 -0.01 0.01 -0.82
H 3.1246 -3.7059 1.7234 -0.01 0.01 0.00 0.25
H 4.2828 -5.8509 1.5073 0.00 0.00 0.00 0.35
H 3.6407 -7.4702 -0.2760 0.00 0.00 0.00 0.33
H 1.7979 -6.8602 -1.8383 0.00 0.00 0.00 0.33
H 0.6366 -4.7166 -1.6250 0.00 0.00 0.00 0.42
```
Positions in Å, forces in eV/Å.

Results
highest occupied orbital energy (spin up / spin down): 0.02 / 0.38 eV
LUMO level (spin up / spin down): 4.187 / 4.188 eV
ΔE to the lowest compared entry with this formula, charge and spin: 7.62 kcal per mole
net charge: -2


Below is C41H47F6N7O3PRbS as an isolated structure, with properties calculated with ωB97M-V/def2-TZVPD.

Structure (XYZ):
```
107
Properties=species:S:1:pos:R:3:forces:R:3:mulliken_charge:R:1
Rb -1.9310 1.9493 0.7105 -0.35 -0.35 0.75 0.97
C 4.7901 -0.6210 -4.3208 0.01 -2.26 0.74 -1.58
C 4.7870 0.0133 -2.9019 0.15 -0.96 -0.15 2.07
C 5.4144 -0.9968 -1.8573 -0.19 0.85 -1.17 -2.02
C 5.5586 1.3252 -2.9082 1.56 0.36 -0.87 -1.64
C 3.3922 0.3869 -2.4879 -1.18 -0.67 1.44 -0.85
C 2.7589 -0.0773 -1.3436 0.47 -0.42 0.74 -0.42
C 1.4847 0.4072 -0.9301 -1.30 -0.61 0.78 -0.86
N 0.7798 0.1446 0.2205 1.46 -1.04 -0.51 0.00
C 0.9603 -0.9244 1.0305 0.30 0.21 -2.60 -0.81
C 1.4553 -2.2319 0.6392 0.37 0.06 0.26 -0.39
C 1.8316 -3.1682 1.5807 -0.08 -0.40 -1.48 0.12
C 1.7318 -2.8409 2.9507 -0.19 1.26 1.41 0.03
C 1.2461 -1.6157 3.3658 -0.77 -1.49 0.54 -0.11
C 0.5572 -0.7285 2.4074 -0.34 1.13 1.01 0.69
O -0.2385 0.1595 2.7459 0.63 -1.26 -0.74 -0.31
C 1.0588 -1.2889 4.8282 0.17 0.12 0.69 2.15
C 1.2572 0.2071 5.0420 1.06 0.55 0.30 -1.74
C -0.3274 -1.7198 5.2947 0.06 -1.37 0.33 -1.52
C 2.0511 -2.0779 5.6655 0.98 0.01 -0.55 -2.05
C 2.3930 -4.5570 1.1772 -0.33 0.15 -0.41 1.98
C 3.7640 -4.7771 1.8329 -0.33 0.83 0.74 -1.57
C 2.6238 -4.6811 -0.3352 0.26 -0.25 -0.27 -1.80
C 1.3896 -5.6844 1.5570 -0.17 -0.59 -1.02 -1.65
C 0.7600 1.3359 -1.8254 -0.54 1.21 -0.22 1.10
O -0.2094 2.0125 -1.4374 1.03 -1.15 -0.81 -0.24
C 1.3491 1.5467 -3.1826 -0.57 -0.08 -0.25 0.29
C 2.6508 1.2481 -3.3457 1.57 0.87 -1.16 0.08
C 0.5455 2.1882 -4.3133 1.14 0.66 -0.87 1.93
C 1.3441 2.1472 -5.6410 -0.46 0.44 0.17 -1.87
C -0.7922 1.5315 -4.4898 0.04 -1.64 1.48 -1.75
C 0.3679 3.6422 -3.9621 -1.04 1.29 -0.53 -1.58
H 5.7123 -1.2541 -4.4957 -0.75 0.98 0.21 0.37
H 4.6532 0.0484 -5.1407 0.04 0.72 -0.41 0.38
H 3.9534 -1.3605 -4.3878 0.50 0.50 0.07 0.34
H 6.4161 -1.3024 -2.1407 0.29 0.29 -0.31 0.49
H 4.8734 -1.9555 -1.7796 -0.22 0.71 0.31 0.28
H 5.5057 -0.3975 -0.9572 -0.15 -0.59 0.60 0.47
H 6.6279 1.0637 -3.0724 -0.44 0.33 0.16 0.44
H 5.4738 1.8223 -1.9433 0.01 0.17 -0.03 0.35
H 5.3109 2.0506 -3.7453 -0.03 -0.95 1.06 0.34
H 3.2381 -0.7708 -0.6314 -0.11 0.45 -0.62 0.71
H 1.5429 -2.4942 -0.4124 -0.03 0.42 0.17 0.52
H 2.0429 -3.5724 3.7205 -0.14 0.58 -0.75 0.09
H 0.4413 0.7733 4.5961 0.12 0.09 0.60 0.34
H 2.1739 0.5033 4.4787 -0.39 0.04 0.55 0.35
H 1.4196 0.4350 6.1301 -0.32 -0.11 -1.02 0.39
H -1.0794 -1.1699 4.7522 -0.50 0.22 0.26 0.33
H -0.3924 -1.6192 6.4113 -0.25 0.16 -1.10 0.46
H -0.4408 -2.8147 5.0427 -0.09 0.95 0.34 0.25
H 3.0824 -1.9056 5.2847 -0.44 -0.16 0.40 0.38
H 1.8091 -3.1251 5.5428 0.17 -0.41 0.27 0.43
H 2.0140 -1.8582 6.7315 -0.14 0.25 -0.08 0.44
H 4.4650 -4.0333 1.4281 -0.01 -0.33 0.10 0.35
H 4.1045 -5.7822 1.6355 0.25 -0.28 -0.11 0.45
H 3.7309 -4.6215 2.9300 0.02 -0.22 -0.55 0.28
H 3.4615 -4.0718 -0.7276 -0.25 -0.30 0.41 0.10
H 1.7632 -4.4206 -0.9507 -0.22 -0.17 0.15 0.44
H 2.8314 -5.7524 -0.4889 0.16 0.46 -0.35 0.48
H 1.3288 -5.8369 2.6238 -0.27 0.16 0.38 0.35
H 1.6466 -6.6992 1.1150 0.18 1.24 0.44 0.42
H 0.3949 -5.4634 1.1159 0.43 0.04 0.55 0.36
H 3.3017 1.7372 -4.1501 -1.52 -1.08 0.81 -0.23
H 1.6009 1.1068 -5.8531 0.28 0.13 -0.24 0.42
H 2.2419 2.7687 -5.4282 -0.43 -0.45 -0.95 0.39
H 0.7230 2.5546 -6.5059 0.88 -0.33 1.22 0.35
H -0.6742 0.4162 -4.4884 -0.20 0.79 -0.17 0.27
H -1.3411 1.8253 -5.3663 -0.09 0.35 -0.35 0.47
H -1.3173 1.7924 -3.5726 -0.68 -0.21 -0.19 0.35
H 1.3235 4.1842 -3.9331 -0.27 -0.14 0.11 0.29
H -0.1533 3.7164 -3.0147 0.14 0.26 0.23 0.29
H -0.2987 4.1400 -4.7179 0.64 -0.33 0.47 0.42
N -6.1647 1.3562 -2.0502 -1.29 -0.48 -0.03 -0.07
C -6.1026 -0.0469 -1.7838 0.53 1.16 -1.50 0.30
C -6.8166 -1.0954 -2.3579 0.69 -0.30 1.40 -0.84
C -6.4471 -2.3805 -1.8934 -0.64 0.70 -0.02 -0.48
C -5.3828 -2.5645 -1.0135 0.80 1.41 -0.09 -0.62
C -4.6189 -1.4819 -0.5700 1.66 -0.90 1.46 -0.40
C -4.9513 -0.2158 -0.9885 -1.29 1.56 0.21 0.31
N -4.4487 1.0498 -0.6509 0.61 -0.06 -0.39 0.25
C -5.1606 1.9413 -1.2857 -1.46 -2.71 -0.29 0.43
C -5.0442 3.3527 -1.2251 0.78 1.87 -0.25 -0.49
C -5.7137 4.2987 -1.9954 0.14 -1.64 1.01 -0.54
S -5.1061 5.8432 -1.6214 0.55 -0.12 -0.20 -0.21
C -3.8912 5.1152 -0.6264 0.04 -1.03 0.82 -0.25
N -4.0134 3.8190 -0.4340 -0.31 1.64 -1.20 0.12
H -7.0079 1.8621 -2.4326 1.61 -1.03 0.78 0.29
H -7.6268 -0.8419 -3.0184 -0.31 -0.48 -0.15 0.35
H -7.0713 -3.2386 -2.0697 -0.09 -0.17 -0.60 0.36
H -5.0307 -3.5168 -0.6895 -0.37 -0.74 0.13 0.42
H -3.7599 -1.6472 0.1814 -1.46 0.35 -1.38 0.25
H -6.5154 4.0240 -2.6800 0.24 0.67 0.19 0.32
H -3.0620 5.6438 -0.1631 -0.32 0.32 0.03 0.42
O -4.2964 0.9476 2.4496 -0.93 0.17 0.59 -0.13
N -4.1755 1.3032 3.6407 1.44 -0.89 -0.02 -0.47
C -4.3939 0.3606 4.6228 -0.45 0.74 -0.49 0.27
C -5.3737 -0.6458 4.6509 -1.79 -3.31 -1.53 0.37
N -6.1356 -1.5509 4.6039 1.69 2.48 0.33 -0.60
C -3.7420 0.4493 5.8567 0.24 0.38 2.67 0.22
N -3.3811 0.3250 6.9636 -0.01 0.31 -1.63 -0.60
F -0.9436 4.3128 0.9657 0.31 0.42 -0.44 -0.53
P -0.3859 5.2718 2.1948 -0.96 -1.37 -0.09 1.34
F -1.1471 6.5327 1.4583 0.67 -0.17 0.54 -0.40
F -1.7936 4.9153 2.9559 0.65 0.56 0.11 -0.35
F 0.9557 5.5360 1.3342 -0.21 0.13 0.23 -0.38
F 0.1658 6.1424 3.4135 -0.37 0.23 -0.31 -0.34
F 0.2669 3.9116 2.8559 0.02 0.62 -0.29 -0.36
```
Positions in Å, forces in eV/Å.

Results
highest occupied orbital energy (spin up / spin down): -4.49 / -4.49 eV
multiplicity: 2
LUMO level (spin up / spin down): -0.143 / -0.665 eV
ΔE to the lowest compared entry with this formula, charge and spin: 36.68 kcal per mole
<S²>: 1.00
net charge: -1